[1]
{
  "formula": "C31H35RuS2SbSe2",
  "method": "ωB97M-V/def2-TZVPD",
  "symbols": ["Ru", "S", "C", "C", "C", "C", "C", "C", "S", "H", "H", "H", "H", "C", "Se", "C", "C", "Se", "C", "H", "H", "H", "H", "H", "H", "H", "H", "H", "H", "C", "C", "C", "C", "C", "C", "C", "Sb", "C", "C", "C", "C", "C", "C", "C", "C", "C", "C", "C", "C", "C", "C", "H", "H", "H", "H", "H", "H", "H", "H", "H", "H", "H", "H", "H", "H", "H", "H", "H", "H", "H", "H", "H"],
  "xyz": [[-3.1680, -1.4354, 1.0030], [-2.0448, -0.6112, -0.7787], [-2.2500, 1.1190, -0.6853], [-1.5923, 1.9460, -1.5953], [-1.7629, 3.3130, -1.5237], [-2.5965, 3.8787, -0.5512], [-3.2561, 3.0705, 0.3478], [-3.0828, 1.6800, 0.2916], [-3.9110, 0.6668, 1.4255], [-0.9669, 1.5046, -2.3629], [-1.2608, 3.9536, -2.2360], [-2.7297, 4.9505, -0.5137], [-3.9117, 3.4902, 1.0991], [-6.2476, -2.3821, 1.8742], [-4.5701, -2.4067, 2.8742], [-4.1719, -4.3233, 2.7399], [-3.8793, -4.8042, 1.3370], [-2.4085, -3.7716, 0.5445], [-2.7881, -4.1368, -1.3308], [-6.8761, -3.1824, 2.2599], [-6.0773, -2.5050, 0.8050], [-6.7149, -1.4202, 2.0716], [-5.0367, -4.8422, 3.1562], [-3.3298, -4.4905, 3.4134], [-4.7436, -4.7078, 0.6796], [-3.5607, -5.8471, 1.3504], [-3.0223, -5.1955, -1.4166], [-1.8829, -3.9184, -1.8928], [-3.6118, -3.5216, -1.6830], [4.2442, 0.5428, 2.4742], [4.8938, 0.5103, 1.1223], [6.2440, 0.8225, 1.0008], [6.8898, 0.7713, -0.2248], [6.2023, 0.3954, -1.3716], [4.8591, 0.0895, -1.2821], [4.2048, 0.1777, -0.0506], [2.1581, -0.1775, -0.0618], [1.5493, -0.3201, -2.0737], [1.1042, -1.5765, -2.4797], [0.7149, -1.7859, -3.7921], [0.7701, -0.7323, -4.6912], [1.2230, 0.5117, -4.2839], [1.6287, 0.7447, -2.9726], [2.1200, 2.1016, -2.5617], [1.1887, 1.3160, 1.0784], [1.6179, 2.6274, 0.8608], [1.0645, 3.6666, 1.5840], [0.0910, 3.3953, 2.5339], [-0.3132, 2.0957, 2.7658], [0.2244, 1.0244, 2.0497], [-0.2760, -0.3547, 2.3884], [4.9737, 0.3024, 3.2448], [3.4298, -0.1806, 2.5628], [3.8380, 1.5316, 2.6959], [6.8031, 1.0925, 1.8870], [7.9426, 1.0115, -0.2819], [6.7126, 0.3364, -2.3222], [4.3140, -0.2051, -2.1725], [1.0667, -2.3976, -1.7732], [0.3815, -2.7631, -4.1141], [0.4726, -0.8803, -5.7199], [1.2790, 1.3212, -5.0003], [2.3839, 2.6982, -3.4334], [3.0116, 2.0336, -1.9325], [1.3518, 2.6460, -2.0057], [2.4011, 2.8446, 0.1449], [1.4013, 4.6800, 1.4154], [-0.3425, 4.2016, 3.1094], [-1.0589, 1.8959, 3.5256], [-0.1484, -0.5603, 3.4513], [0.2047, -1.1563, 1.8234], [-1.3665, -0.3691, 2.1796]],
  "forces_ev_per_a": [[-0.0133, 0.3827, -0.1884], [-0.0742, -0.0957, 0.1966], [-0.0290, -0.0562, 0.0081], [0.0463, 0.0641, -0.0903], [-0.0294, 0.0228, 0.0314], [0.0229, -0.0716, -0.0093], [0.0151, -0.0214, -0.0066], [0.0116, 0.1079, -0.0514], [0.0799, -0.2533, -0.0067], [-0.0184, -0.0137, 0.0215], [0.0081, 0.0224, -0.0151], [-0.0091, 0.0245, 0.0079], [-0.0036, 0.0289, 0.0068], [-0.0355, -0.0454, -0.0109], [-0.0564, -0.0500, 0.0121], [-0.0032, 0.0001, -0.0013], [-0.0198, 0.0166, 0.0004], [0.0215, -0.1970, -0.0050], [-0.0077, 0.0063, -0.0455], [-0.0008, 0.0370, -0.0006], [-0.0188, 0.0002, 0.0946], [0.0257, -0.0173, -0.0244], [0.0387, 0.0112, -0.0182], [-0.0261, 0.0354, -0.0279], [0.0354, 0.0238, 0.0168], [-0.0266, 0.0305, -0.0089], [0.0254, 0.0189, -0.0058], [-0.0424, 0.0324, 0.0233], [0.0268, -0.0449, 0.0234], [-0.0613, 0.0080, 0.0770], [0.0463, -0.0120, 0.0461], [-0.0263, -0.0236, -0.0083], [0.0026, 0.0134, 0.0104], [0.0154, -0.0008, -0.0190], [-0.0370, -0.0410, -0.1608], [0.0575, 0.0708, -0.0306], [-0.0494, -0.0144, 0.1212], [-0.0286, -0.1882, -0.0359], [-0.0257, -0.0294, 0.0320], [-0.0117, -0.0048, 0.0096], [-0.0247, -0.0444, -0.0186], [0.0322, 0.0517, 0.0153], [0.0303, 0.0878, 0.0537], [-0.0034, 0.1198, -0.0389], [-0.1551, 0.0151, 0.1456], [0.1057, -0.0902, -0.0005], [0.0074, 0.0618, -0.0147], [-0.0172, 0.0926, 0.0356], [0.0031, -0.0938, -0.0621], [0.0994, 0.0134, -0.1242], [-0.2346, 0.1058, -0.0839], [-0.0116, 0.0107, 0.0368], [0.0147, -0.0013, 0.0004], [-0.0081, 0.0133, 0.0060], [0.0004, 0.0061, 0.0303], [0.0217, -0.0037, -0.0038], [-0.0011, -0.0010, -0.0260], [0.0209, -0.0075, 0.0046], [-0.0016, -0.0294, -0.0053], [0.0069, -0.0074, 0.0057], [-0.0108, -0.0131, -0.0265], [0.0053, 0.0220, -0.0117], [-0.0008, 0.0094, 0.0155], [-0.0170, 0.0204, -0.0303], [0.0043, -0.0136, -0.0032], [-0.0098, -0.0142, 0.0031], [0.0040, 0.0202, -0.0075], [-0.0059, 0.0233, 0.0146], [-0.0239, -0.0208, 0.0154], [0.0070, -0.0238, 0.0005], [-0.0278, 0.0484, -0.0272], [0.3648, -0.1346, 0.1331]],
  "energy_ev": -194182.5672,
  "e_lumo_ha": [-0.1774, -0.2880],
  "multiplicity": 5,
  "homo_ev": [-13.2, -13.7],
  "total_charge": 2,
  "de_lowest_kcal_mol": 0.0
}

=====

[2]
{
  "formula": "C20H42NOP3Pb",
  "method": "ωB97M-V/def2-TZVPD",
  "symbols": ["Pb", "P", "P", "P", "H", "C", "C", "H", "C", "C", "C", "C", "C", "C", "C", "C", "C", "H", "H", "H", "H", "H", "H", "H", "H", "H", "H", "H", "H", "H", "H", "H", "H", "H", "H", "H", "H", "H", "H", "H", "H", "H", "H", "H", "H", "H", "C", "C", "C", "C", "C", "C", "O", "H", "H", "H", "H", "H", "H", "C", "C", "C", "N", "H", "H", "H", "H", "H"],
  "xyz": [[-1.6831, 2.7653, -2.3537], [1.1615, -0.6425, 1.1787], [1.0740, 2.6729, -1.0672], [-1.3252, -2.7201, -1.3099], [-0.3177, 3.2959, -4.7036], [-1.3144, 2.8370, -4.6341], [-2.5109, 3.5600, -4.3164], [-2.5716, 4.6475, -4.2909], [2.5831, -1.6039, 0.4799], [2.1679, 0.4927, 2.2462], [0.7174, -1.8636, 2.5024], [1.2531, 3.9828, -2.3560], [1.3193, 3.6724, 0.4501], [2.6981, 1.8732, -1.2681], [-2.7007, -2.8893, -2.4183], [-1.8991, -2.9559, 0.3673], [0.1094, -3.6017, -1.8739], [-1.4236, 1.9303, -5.2353], [-3.5086, 3.1097, -4.3882], [3.1549, -2.0431, 1.3075], [3.2326, -0.9493, -0.1126], [2.2031, -2.3992, -0.1746], [2.6930, -0.1044, 3.0036], [1.5042, 1.2103, 2.7422], [2.8985, 1.0424, 1.6397], [1.6168, -2.0655, 3.0998], [0.3528, -2.7985, 2.0596], [-0.0687, -1.4463, 3.1424], [2.2065, 4.5059, -2.2082], [0.4179, 4.6928, -2.2672], [1.2259, 3.5145, -3.3484], [2.3416, 4.0803, 0.4543], [1.1498, 3.0460, 1.3389], [0.5859, 4.4927, 0.4572], [3.4711, 2.6440, -1.1312], [2.7557, 1.4638, -2.2865], [2.8472, 1.0517, -0.5551], [-3.2380, -3.8244, -2.2064], [-2.3987, -2.9122, -3.4693], [-3.4008, -2.0518, -2.2991], [-2.8892, -3.4210, 0.3419], [-1.9819, -1.9728, 0.8488], [-1.2023, -3.5760, 0.9304], [-0.1921, -4.4456, -2.5011], [0.6925, -3.9499, -1.0200], [0.7306, -2.9279, -2.4710], [-0.8783, -0.2584, -3.8121], [0.3294, -0.5747, -4.5328], [0.2235, -1.3340, -5.6919], [-1.0186, -1.5653, -6.2938], [-2.1847, -1.0775, -5.6847], [-2.1479, -0.3883, -4.4868], [-0.8141, 0.0695, -2.5543], [-0.8501, -1.3927, -1.2265], [1.2798, -0.3597, -4.0491], [1.1353, -1.6450, -6.1987], [-1.0745, -2.1165, -7.2389], [-3.1660, -1.2943, -6.1190], [-3.0348, 0.1084, -4.0605], [-2.4411, 0.1199, 5.1367], [-1.8223, 1.3411, 4.4525], [-1.4263, 1.0545, 3.0667], [-1.1487, 0.8560, 1.9529], [-3.3155, -0.2210, 4.5846], [-2.7589, 0.3447, 6.1509], [-1.7276, -0.7015, 5.1878], [-2.5500, 2.1724, 4.4434], [-0.9417, 1.7016, 5.0166]],
  "forces_ev_per_a": [[0.6976, -1.7769, 5.6217], [2.8159, -1.3251, 3.2271], [0.2617, 1.1362, -0.4994], [0.1187, 1.0958, 0.5098], [-0.6036, 0.2807, 0.0914], [-2.2741, 2.0958, -2.6419], [1.8565, -0.8196, -4.1013], [0.4860, 0.1575, 0.9020], [-0.5600, 0.2101, -1.5922], [-0.7319, 1.1691, -0.6272], [-1.4360, 0.0580, -0.4243], [0.0428, -0.2929, 0.1488], [-0.6158, -0.2374, 0.1729], [-0.1615, -0.6539, -0.3108], [-0.5579, 0.1318, -0.5930], [-0.1897, -0.3268, 0.2495], [0.1865, -0.5578, -0.1211], [-0.0502, -0.3080, 0.8563], [0.3595, -0.2845, -0.0457], [-0.3136, 0.2032, 0.0377], [-0.0683, -0.2720, 0.1317], [0.3217, 0.0880, 0.1958], [-0.2113, -0.0958, -0.3231], [0.2669, -0.1671, 0.0152], [-0.1552, -0.1314, 0.2292], [-0.0982, 0.1876, -0.3444], [0.1916, 0.2276, 0.2421], [0.2081, -0.1846, -0.1015], [-0.3109, 0.1528, -0.2411], [0.2539, 0.2180, -0.0391], [0.2961, 0.2131, 0.1808], [-0.3224, -0.0924, -0.0350], [0.0949, 0.3398, -0.2530], [0.2824, -0.1945, 0.1312], [-0.1772, -0.2555, -0.0332], [0.1751, 0.0797, 0.2855], [0.0293, 0.3770, -0.2604], [0.1822, 0.1513, 0.0727], [0.1339, -0.0532, 0.2148], [0.1312, -0.2391, 0.1567], [0.1924, -0.0860, 0.1986], [-0.0158, -0.2279, -0.1322], [-0.2258, -0.1294, 0.0253], [0.1732, -0.0678, 0.1983], [-0.0101, -0.1804, -0.1105], [-0.1456, -0.0510, 0.0177], [0.1843, 0.4314, 1.2841], [-0.4094, -1.3148, -0.3134], [1.1450, 1.1555, 0.3196], [-0.0185, -0.4510, -0.1731], [-1.3439, 0.3423, 0.6513], [0.1899, -0.0139, -0.7270], [-0.4582, 1.2473, -1.9926], [-0.3706, -0.4350, -0.3043], [-0.1131, -0.0930, -0.1808], [-0.1987, -0.0667, 0.0811], [-0.0193, 0.2117, 0.3846], [0.4185, 0.2473, -0.1353], [0.3058, -0.7114, -0.0641], [-0.0587, -0.3798, -0.2207], [-0.0239, 0.3997, 0.4058], [0.0928, 0.1534, -1.0735], [0.0309, -0.0605, 1.2491], [-0.0374, -0.0138, 0.0269], [0.0828, 0.1938, -0.0044], [0.0189, -0.0302, 0.0562], [0.3354, -0.2492, -0.1788], [-0.2754, -0.1255, -0.3730]],
  "energy_ev": -58027.8733,
  "e_lumo_ha": [-0.5185, -0.5281],
  "homo_ev": [-20.2, -20.1],
  "total_charge": 4,
  "de_lowest_kcal_mol": 15.0
}

=====

[3]
{
  "formula": "C3H2O4S",
  "method": "ωB97M-V/def2-TZVPD",
  "symbols": ["C", "C", "C", "H", "H", "O", "O", "O", "O", "S"],
  "xyz": [[0.2805, 0.6056, 1.2372], [-0.2479, 0.0099, -0.0906], [0.3708, -1.3070, -0.6143], [-0.2140, 2.6782, 0.2145], [-1.0536, -1.2623, -1.8214], [0.6719, -0.1159, 2.1030], [-1.1458, 0.5714, -0.6803], [-0.3017, -1.8289, -1.6180], [1.4036, -1.7331, -0.1620], [0.2362, 2.3821, 1.4320]],
  "forces_ev_per_a": [[0.3026, 0.0311, -0.1668], [-0.7354, 0.9726, -0.0089], [1.2931, 0.1810, 0.9862], [-0.1461, -0.0600, -0.2062], [-0.3531, 0.2688, -0.0999], [-0.1502, 0.0304, 0.1642], [0.6499, -0.7502, 0.0909], [0.0750, -0.5204, -0.2669], [-1.0468, 0.2613, -0.6285], [0.1109, -0.4147, 0.1358]],
  "energy_ev": -22167.9691,
  "e_lumo_ha": -0.0544,
  "smiles": "O=C(O)C(=O)C(=O)S",
  "homo_ev": -10.3,
  "de_lowest_kcal_mol": 8.6
}

=====

[4]
{
  "formula": "CH3NOS2",
  "method": "ωB97M-V/def2-TZVPD",
  "symbols": ["C", "N", "O", "S", "S", "H", "H", "H"],
  "xyz": [[-0.0028, -0.2904, 0.0822], [-2.5849, -0.0361, 0.0917], [-4.9240, 1.0638, 0.3328], [-1.5558, -1.2443, -0.1785], [-4.3552, -0.2102, -0.0568], [-0.6040, 0.6939, 0.2494], [0.6842, -0.4290, -0.7473], [0.3392, -0.3438, 1.1474]],
  "forces_ev_per_a": [[-2.6467, 1.7556, 2.1154], [-3.9590, 0.1244, -0.1921], [-0.3556, 0.5181, 0.1093], [0.6614, -0.6519, -0.0441], [4.0813, -0.2930, 0.1971], [1.7468, -0.8917, -1.3479], [0.0662, 0.3941, 0.3190], [0.4056, -0.9555, -1.1566]],
  "energy_ev": -26290.8718,
  "e_lumo_ha": [-0.0297, -0.0324],
  "homo_ev": [-8.7, -8.5],
  "de_lowest_kcal_mol": 48.4
}